Record 1
This record from the OMol25 dataset describes C39H31Co2NO5P as an isolated structure. The level of theory is the ωB97M-V functional and the def2-TZVPD basis.

Each line ends with the Mulliken charge.
CARTESIAN COORDINATES (ANGSTROEM)
Co -1.09737 1.62162 0.36362  1.312
Co -0.07014 -0.59544 0.64246  1.105
P -2.20209 0.95640 -1.30569  1.474
O 0.21121 -3.14750 1.96928  -0.516
O 1.99194 1.15845 -0.34358  -0.606
O 0.15287 4.11979 -0.36853  -0.566
O -0.20928 -2.29143 -1.65876  -0.581
O -3.31325 3.11979 1.55289  -0.535
N 2.91449 -0.70646 2.27642  -0.128
C -2.26293 0.03539 -3.97661  -0.532
C -0.06246 0.51992 -3.09699  -0.500
C 0.06154 -2.12378 1.42355  -1.399
C 4.70328 -2.38979 2.40056  -0.541
C 5.95415 -5.13693 -0.03681  -1.330
C 3.96910 -3.52502 -0.00406  -0.969
C 5.13475 -3.99714 0.59904  0.850
C 1.96177 2.32481 3.15411  -0.067
C 1.61730 -0.26375 3.11374  1.999
C 3.18311 -2.50882 0.57448  0.096
C 0.51584 0.06906 -4.28352  -0.547
C -0.72735 0.49837 1.98569  0.499
C -2.80890 3.39536 -2.50652  -0.529
C 2.70547 3.44684 3.59912  -0.589
C -3.62630 4.37612 -3.07364  -0.788
C -3.36770 2.20433 -2.01784  0.730
C -5.00596 4.16910 -3.16765  -0.486
C 0.99639 0.60703 -0.07235  -0.870
C -2.43895 2.49331 1.09086  -0.561
C -1.44506 0.43550 -2.90942  0.406
C -5.08014 -1.24025 0.60825  -0.775
C -0.35171 3.10317 -0.08102  -0.023
C 0.49163 -0.13034 2.21849  -0.719
C 3.56723 2.12173 5.43000  -0.422
C 2.15601 1.07369 3.75768  -0.243
C -4.23571 -2.65452 -1.16526  -0.745
C 2.82090 1.02475 4.98763  -0.533
C -0.29208 -0.41305 -5.31294  -0.593
C -5.56333 2.97608 -2.70132  -0.666
C -4.21030 -0.22548 0.20441  -0.342
C -5.09994 -2.45459 -0.08453  -0.584
C -3.34105 -1.64848 -1.54919  -0.663
C -4.74669 1.98881 -2.13659  -0.185
C 3.48505 -2.01729 1.83514  0.437
C 3.53811 3.32434 4.71703  -0.434
C -0.23466 -1.54322 -0.76064  0.255
C 5.48273 -3.39747 1.81765  -0.939
C -1.68205 -0.40787 -5.17006  -0.731
C -3.34782 -0.41450 -0.88813  0.473
H 1.60098 0.09008 -4.38309  0.419
H 5.40093 -6.08905 -0.16370  0.308
H 6.30088 -4.86603 -1.04904  0.311
H 2.65205 4.39090 3.03306  0.408
H -5.78806 -3.24670 0.21907  0.335
H -4.20843 0.72468 0.74049  0.321
H 3.72464 -0.27232 2.76302  0.511
H -3.35118 0.05415 -3.86449  0.498
H 4.19450 2.02783 6.31448  0.368
H 2.95372 -0.06246 1.46082  0.360
H 1.44458 -1.09373 3.86340  0.129
H 0.16370 -0.78939 -6.22675  0.356
H -1.72850 3.55168 -2.45619  0.360
H -5.19130 1.05232 -1.79771  0.268
H -6.63648 2.79770 -2.77623  0.388
H -5.74351 -1.07286 1.45895  0.411
H -5.64444 4.93553 -3.60857  0.351
H -4.24787 -3.59636 -1.71977  0.380
H -2.66229 -1.82641 -2.38182  0.349
H 6.38928 -3.80939 2.26787  0.270
H 5.06486 -1.97324 3.33369  0.385
H -1.66517 0.44488 2.57071  0.526
H 0.57254 0.94800 -2.31830  0.218
H 1.25784 2.47252 2.32051  0.048
H 4.19553 4.15059 4.99899  0.356
H 2.79241 0.10933 5.57499  0.405
H 2.33810 -2.15212 -0.00594  0.106
H 3.68318 -3.99596 -0.95229  0.379
H -3.17900 5.29901 -3.44354  0.376
H 6.85147 -5.38047 0.55373  0.329
H -2.32657 -0.75336 -5.97675  0.375

Calculated values
Relative energy (zero: lowest compared OMol25 entry of this formula, charge and spin) in kcal/mol: 115.4
E_HOMO in eV: -1.90
Total charge: -1
Gap between HOMO and LUMO in Eh: 0.1509

=====

Record 2
This record from the OMol25 dataset describes CH3Cl2N3 as an isolated structure. The level of theory is the ωB97M-V functional and the def2-TZVPD basis.

Each line ends with the natural charge from an NBO analysis.
CARTESIAN COORDINATES (ANGSTROEM)
Cl -3.63454 0.58969 -0.28677  -0.212
Cl 3.17548 1.04895 0.20049  0.198
N -1.66445 -0.80519 0.84404  -0.523
N 1.95850 0.81492 -0.86472  -0.545
N 0.71388 -0.66533 0.34778  -0.639
C -0.54297 -0.78882 0.40622  0.607
H 1.34956 -1.33742 -0.25853  0.439
H 1.16536 1.55045 -0.82322  0.340
H -2.52082 -0.40724 0.43472  0.333

Calculated values
Spin multiplicity: 3
Relative energy (zero: lowest compared OMol25 entry of this formula, charge and spin) in kcal/mol: 13.8
E_HOMO (spin up / spin down) in eV: -9.57 / -10.08
Total charge: 0
Gap between HOMO and LUMO (spin up / spin down) in Eh: 0.3648 / 0.2066

=====

Record 3
This record from the OMol25 dataset describes C26H34N6PtSSeSi2 as an isolated structure. The level of theory is the ωB97M-V functional and the def2-TZVPD basis.

Each line ends with the Mulliken charge.
CARTESIAN COORDINATES (ANGSTROEM)
Pt -0.14723 -0.33231 -0.39566  1.304
Se 3.09658 -0.77895 1.67529  0.331
S -0.62206 1.89456 -0.45398  -0.771
Si 1.25592 -0.26139 -3.30521  0.439
Si -2.01131 -0.17694 -3.04830  0.382
N -0.44389 -0.11911 1.61296  0.772
N 2.38241 0.78062 1.23613  -0.021
N 4.77829 -0.22442 1.47953  -0.840
N 0.23566 -2.25245 0.24234  -0.117
N -1.22118 3.24322 1.73414  -0.419
N -0.82131 1.06033 2.16762  -1.417
C 0.92367 -4.52471 0.07939  -0.937
C 4.31815 3.66710 0.22633  -0.586
C 5.85214 1.84533 0.76979  -0.753
C 0.01746 -2.40910 1.57403  0.485
C -0.63721 -1.23521 3.78403  -0.437
C -0.38332 -1.19404 2.32714  0.450
C 1.66150 -1.56031 -4.61964  -1.243
C -0.06895 -0.50124 6.00418  -0.811
C 4.71228 1.02837 1.08568  0.828
C 0.23830 -3.63178 2.18788  -0.767
C 3.38162 1.58719 0.95615  0.256
C -2.07896 1.54536 -3.79218  -1.105
C -3.34553 -0.25929 -1.71290  -1.121
C -0.90138 2.01457 1.26441  0.607
C 0.68935 -4.70275 1.42971  -0.724
C 0.68689 -3.27735 -0.47635  0.193
C -0.33306 -0.74079 -2.45467  -0.287
C 3.21502 2.94528 0.51596  -0.388
C 1.23521 1.41924 -4.14111  -1.240
C 0.13748 -0.45140 4.63561  -0.147
C 2.74888 -0.22720 -2.15666  -0.696
C -2.54759 -1.38272 -4.39754  -1.284
C 5.64448 3.11307 0.35481  -0.452
C -1.63007 -2.05116 4.31617  -0.012
C -1.05614 -1.32327 6.53196  -0.435
C -1.84106 -2.09346 5.68680  -0.789
H 0.75515 -1.92133 -5.11210  0.292
H 1.29041 -5.32592 -0.54570  0.462
H 0.07784 -3.73062 3.25097  0.529
H 2.16308 -2.42444 -4.17361  0.321
H -3.59566 0.73744 -1.34361  0.261
H 0.87064 2.20508 -3.47546  0.323
H 0.61451 1.42390 -5.03796  0.310
H 3.67042 -0.22460 -2.74697  0.549
H -0.38506 -1.83663 -2.55522  0.194
H 2.32681 -1.16674 -5.39206  0.348
H 0.87025 -5.65997 1.90018  0.430
H -1.55400 3.29746 2.68228  0.245
H 2.25454 1.68046 -4.43802  0.392
H 2.73947 0.67254 -1.53754  -0.091
H -3.01579 -0.84913 -0.85566  0.276
H -4.25780 -0.71236 -2.11027  0.421
H 4.21869 4.68856 -0.11755  0.400
H -2.61918 -2.72656 6.09261  0.395
H -1.77314 -1.49338 -5.16119  0.294
H -2.25184 -2.64240 3.65403  0.509
H 0.54212 0.10370 6.66128  0.410
H 6.84233 1.42032 0.85826  0.442
H 0.86201 -3.07780 -1.52398  0.327
H 2.21206 3.33774 0.41227  0.433
H -3.12898 1.80437 -3.95625  0.396
H -1.57003 1.59657 -4.75491  0.330
H -1.53865 3.93719 1.08117  0.239
H -2.74410 -2.37236 -3.97634  0.297
H 2.78310 -1.08983 -1.48502  0.205
H -3.46062 -1.04775 -4.89651  0.350
H 6.48948 3.74034 0.10150  0.374
H 0.89613 0.19688 4.21608  0.412
H -1.21551 -1.36008 7.60178  0.395
H -1.64950 2.30617 -3.13872  0.282

Calculated values
Relative energy (zero: lowest compared OMol25 entry of this formula, charge and spin) in kcal/mol: 0.0
E_HOMO in eV: -7.69
Total charge: 0
Gap between HOMO and LUMO in Eh: 0.2547